Below is a molecular structure, C23H31F5NO4RuS3Si4Te at a distorted geometry, with properties calculated with ωB97M-V/def2-TZVPD.

Properties
- E (Ha) = -4465.5575
- ΔE to the lowest compared entry with this formula, charge and spin (kcal per mole) = 14.9
- spin multiplicity = 5
- LUMO level (spin up / spin down) (eV) = 1.7 / 0.6
- HOMO (spin up / spin down) (Ha) = -0.1569 / -0.1967
- frontier orbital gap (spin up / spin down) (eV) = 6.0114 / 5.9803
- charge = -1

```
73
C23H31F5NO4RuS3Si4Te ωB97M-V/def2-TZVPD
Ru 1.2338 0.0800 2.3056
S 0.2828 4.4477 3.5558
C 0.7781 2.9515 3.0710
S 2.3738 2.3814 2.8759
S -0.4335 1.7081 2.6948
O -0.1845 -1.7375 1.9190
C 0.2511 -2.8723 1.9550
C 1.4605 -3.3129 1.2818
C 1.5493 -4.6604 0.9514
C 2.6341 -5.1425 0.2682
C 3.7004 -4.2932 -0.0696
C 3.6554 -2.9757 0.2797
C 2.5339 -2.4163 0.9645
O 2.5728 -1.1757 1.2861
N 2.6722 -6.5465 -0.1133
O 1.7130 -7.2473 0.1641
O 3.6441 -6.9460 -0.7300
H -0.2968 -3.6382 2.5352
H 0.7473 -5.3396 1.2129
H 4.5510 -4.7095 -0.5913
H 4.4713 -2.3016 0.0537
F 4.0570 -0.3792 3.7219
C 3.0795 -0.7097 4.5819
C 1.7447 -0.5693 4.2269
C 0.8356 -0.9259 5.2062
F -0.4890 -0.8361 4.9690
C 1.2024 -1.3923 6.4555
F 0.2818 -1.7252 7.3746
C 2.5417 -1.5227 6.7586
F 2.9193 -1.9840 7.9585
C 3.4904 -1.1785 5.8158
F 4.7921 -1.3007 6.1186
C -3.6357 -0.1282 -3.2913
Si -2.3656 -0.4761 -1.9498
C -1.2225 -1.8406 -2.5310
C -3.2465 -1.0748 -0.4131
Si -1.1548 1.4667 -1.5575
Te 0.7240 1.1977 0.0805
Si -2.4521 3.2871 -0.9075
C -3.4267 3.8969 -2.3922
C -1.3815 4.6637 -0.2505
C -3.6462 2.7589 0.4315
Si 0.2350 1.9834 -3.3789
C 1.4955 0.6316 -3.6935
C -0.8147 2.1724 -4.9287
C 1.1664 3.5782 -3.0727
H -4.1641 -1.0425 -3.5801
H -3.1592 0.2860 -4.1850
H -4.3795 0.5974 -2.9467
H -1.7390 -2.8050 -2.5292
H -0.3544 -1.9200 -1.8671
H -0.8491 -1.6525 -3.5422
H -3.6553 -2.0768 -0.5738
H -4.0652 -0.4087 -0.1267
H -2.5489 -1.1246 0.4303
H -2.7617 4.3162 -3.1534
H -4.1284 4.6795 -2.0869
H -3.9996 3.0897 -2.8590
H -0.7725 5.1187 -1.0371
H -0.7002 4.2904 0.5218
H -1.9991 5.4423 0.2068
H -4.4266 2.0953 0.0470
H -4.1252 3.6357 0.8767
H -3.1126 2.2298 1.2274
H 1.0313 -0.2925 -4.0484
H 2.0350 0.3970 -2.7705
H 2.2267 0.9628 -4.4367
H -1.2502 1.2116 -5.2217
H -0.2063 2.5355 -5.7639
H -1.6374 2.8776 -4.7733
H 1.6104 3.5647 -2.0732
H 0.5166 4.4563 -3.1367
H 1.9746 3.6897 -3.8017
```



Below is 2 unconnected molecules or ions with the total composition C5H9N4S at a distorted geometry, with properties calculated with ωB97M-V/def2-TZVPD.

Properties
- E (Ha) = -812.7853
- ΔE to the lowest compared entry with this formula, charge and spin (kcal per mole) = 58.5
- LUMO level (eV) = -3.4
- HOMO (Ha) = -0.4483
- frontier orbital gap (eV) = 8.7515
- charge = +1

```
19
C5H9N4S ωB97M-V/def2-TZVPD
C 1.9558 1.6836 1.4200
C 1.2447 1.4608 0.2080
C 1.2553 1.3577 2.5584
C -0.0348 0.9688 0.3945
C -1.3473 -1.4130 -0.4558
N -0.5477 -2.0189 -1.1170
N -2.3744 -1.5979 0.3582
N -1.0576 0.5820 -0.5056
N 0.3125 -1.8019 -2.0753
S -0.3732 0.9176 2.1435
H 2.9016 2.0753 1.4825
H 1.5640 1.6842 -0.7482
H 1.4010 1.5411 3.6113
H -2.1959 -2.1374 1.1775
H -3.3432 -1.4162 0.2161
H -1.9197 0.9037 -0.0682
H -0.7680 1.0485 -1.3455
H 0.6070 -2.7112 -2.5009
H 1.1590 -1.2302 -1.8743
```



Below is 2 unconnected molecules or ions with the total composition C12H21N2O4, with properties calculated with ωB97M-V/def2-TZVPD.

Properties
- E (Ha) = -880.3759
- ΔE to the lowest compared entry with this formula, charge and spin (kcal per mole) = 0.0
- LUMO level (eV) = 3.0
- HOMO (Ha) = -0.1689
- frontier orbital gap (eV) = 7.6084
- charge = -1

```
39
C12H21N2O4 ωB97M-V/def2-TZVPD
C -0.2270 0.7793 4.4742
C 1.1907 0.2112 4.4240
O 1.4156 -0.6656 3.3506
C 1.4848 -0.0046 2.0827
C 2.1251 -0.9119 1.0464
C 1.2194 -1.9600 0.3463
N 0.8760 -3.0579 1.2598
C -0.1418 -1.4139 -0.1251
C -0.1534 -0.4622 -1.3063
O 0.7504 0.6328 -1.2103
C 2.0875 -2.4363 -0.8801
O 2.5111 -3.5884 -0.8818
O 2.2522 -1.5269 -1.7497
H -0.9580 -0.0150 4.3023
H -0.4170 1.2116 5.4628
H -0.3764 1.5698 3.7347
H 1.9137 1.0431 4.3890
H 1.3946 -0.3568 5.3373
H 0.4791 0.2993 1.7706
H 2.0748 0.9190 2.1967
H 2.5971 -0.2877 0.2878
H 2.9363 -1.4711 1.5317
H 0.1624 -2.7455 1.9088
H 1.6838 -3.3418 1.7998
H -0.6726 -0.9836 0.7367
H -0.7371 -2.2796 -0.4468
H 0.0984 -1.0333 -2.2042
H -1.1600 -0.0420 -1.4334
H 1.5937 0.2139 -1.4756
N -1.6300 1.7200 -3.4936
C -2.3163 1.2920 -4.5922
C -3.4275 2.0841 -4.7309
C -3.4069 3.0262 -3.6660
C -2.2839 2.7706 -2.9207
H -0.7768 1.3126 -3.1399
H -1.9601 0.4629 -5.1791
H -4.1720 1.9952 -5.5049
H -4.1325 3.7977 -3.4675
H -1.8974 3.2432 -2.0341
```



Below is 2 unconnected molecules or ions with the total composition C5H10O, with properties calculated with ωB97M-V/def2-TZVPD.

Properties
- E (Ha) = -271.6661
- ΔE to the lowest compared entry with this formula, charge and spin (kcal per mole) = 54.3
- LUMO level (eV) = 0.9
- HOMO (Ha) = -0.3272
- frontier orbital gap (eV) = 9.8380
- charge = 0

```
16
C5H10O ωB97M-V/def2-TZVPD
C -1.8213 -0.8159 0.6173
C -0.7608 -1.1505 -0.1078
C -0.1845 -0.2739 -1.1920
C 0.9811 0.4577 -0.5824
C 0.9313 1.7111 -0.1295
O 2.0501 -0.3764 -0.4426
H -2.3872 0.0912 0.4115
H -2.1380 -1.4046 1.4732
H -0.7249 0.8173 2.3891
H -0.1768 -2.0322 0.1515
H 0.1637 -0.8730 -2.0419
H -0.9289 0.4457 -1.5481
H 0.0237 2.2936 -0.2392
H 1.7576 2.1668 0.4106
H -0.2401 1.2516 2.0268
H 2.7159 0.0606 0.1045
```



Look up the E of the first one. -4465.5575 Ha



Which formula does entry 3 have? C12H21N2O4



What is the formula in the second record? C5H9N4S